[1]
The following is a quantum chemistry calculation of C18H15N3O15S2V as an isolated structure at a distorted geometry, from the Open Molecules 2025 dataset.

```
54
Properties=species:S:1:pos:R:3:forces:R:3
O -0.69103 -0.73141 -2.13693 -0.7 -0.1 -0.5
V 0.38106 0.26573 -1.64555 -0.1 -0.5 -2.0
S 2.24619 -1.70384 -1.44576 6.1 -2.6 1.9
O 2.26850 -3.08005 -1.92493 -1.5 0.0 -0.1
O 1.17601 -1.32858 -0.51317 -1.7 0.3 2.5
O 3.59602 -1.44349 -0.86232 -1.3 0.1 0.2
O 2.02055 -0.73824 -2.49019 -1.4 3.4 -3.5
S -0.70340 2.73382 -2.19563 -1.0 0.8 -2.7
O -1.86204 3.22169 -2.93313 -0.8 -1.5 0.2
O 0.01948 3.88929 -1.83141 2.2 2.4 2.3
O -0.94649 1.74662 -1.12274 -1.2 -0.5 3.0
O 0.19817 1.85071 -2.99274 1.5 -1.8 -1.4
C 0.66033 0.51257 5.39314 0.9 1.5 0.5
C 1.35966 0.21930 4.25100 -1.0 -1.1 -1.0
C 0.64418 -0.07586 3.04391 1.0 0.5 0.9
C -0.72142 0.09109 3.03083 0.5 0.3 1.8
C -1.40187 0.49183 4.23112 0.1 0.0 -2.4
C -0.69285 0.78466 5.35731 -1.0 -0.4 -0.3
N -1.46444 -0.06192 1.79481 0.2 -0.6 -2.4
O -0.95593 -0.28022 0.70794 1.2 0.1 1.7
O -2.65118 0.03259 1.87513 -2.6 0.4 1.3
H 1.22643 0.78393 6.27194 0.1 -0.1 0.2
H 2.43714 0.16148 4.29666 0.0 -0.2 -0.2
H 1.20137 -0.39619 2.17597 -0.2 0.0 -0.4
H -2.46195 0.69589 4.19962 0.0 -0.1 -0.2
H -1.31390 1.27651 6.09132 0.6 -0.2 0.8
C -1.63943 -3.42106 -6.04016 1.3 0.5 1.5
C -1.19708 -3.10669 -4.74146 -1.0 0.8 -0.2
C -1.94949 -3.43401 -3.63256 -0.6 -2.8 0.5
C -2.99203 -4.43813 -3.77774 1.0 1.9 -2.1
C -3.41637 -4.75674 -5.10282 1.3 -0.9 1.9
C -2.70461 -4.25591 -6.22725 -0.8 -0.4 0.6
N -3.55969 -5.01949 -2.51391 0.6 0.6 1.0
O -3.41398 -4.27328 -1.54784 -0.5 -0.9 -0.8
O -4.02392 -6.16049 -2.42015 0.3 1.1 -1.0
H -1.00108 -3.00673 -6.80648 -0.3 -0.3 -0.6
H -0.32570 -2.48579 -4.59457 0.1 0.1 0.0
H -1.59270 -3.21072 -2.63795 -0.1 0.4 0.0
H -4.06052 -5.62357 -5.09441 -0.5 0.1 -0.8
H -2.90181 -4.55469 -7.24619 -0.6 -0.2 0.1
C 1.95704 4.74679 3.63603 1.1 0.4 0.9
C 0.88784 4.35275 2.89119 -1.2 -0.9 -0.1
C 1.01862 3.50035 1.83656 2.8 -2.8 -0.8
C 2.35830 2.90843 1.58796 -1.7 2.3 1.1
C 3.44196 3.32266 2.37472 -0.4 0.4 0.6
C 3.22643 4.22547 3.43271 -0.9 0.6 -0.8
N 2.61419 1.95437 0.51364 -2.9 -0.5 -2.4
O 3.66068 1.42867 0.45897 2.7 -0.7 0.6
O 1.73316 1.71805 -0.34878 0.4 1.2 2.0
H 1.74734 5.46725 4.41279 0.3 0.0 0.3
H -0.10843 4.48696 3.28596 -0.2 0.7 -0.3
H 0.15857 3.05543 1.35828 0.0 0.2 -0.5
H 4.47970 3.03572 2.29010 -0.2 -0.6 -0.7
H 4.03426 4.62640 4.02690 0.2 -0.3 0.0
```
Positions in Å, forces in eV/Å.

The value obtained for the total energy is -101444.3672 eV. Its multiplicity is 2. Its total charge is -2.

=====

[2]
The following is a quantum chemistry calculation of C8H19F6HgN6O4S2 as an isolated structure, from the Open Molecules 2025 dataset.

```
46
Properties=species:S:1:pos:R:3:forces:R:3
Hg -0.17518 0.49415 -0.12865 -0.4 0.0 -0.4
C 1.17110 -2.25690 0.49356 0.1 0.0 0.0
C 2.25738 -1.68626 -0.43044 0.0 0.0 0.0
N 1.86177 -0.43469 -1.08254 0.1 0.0 0.0
C 2.80192 0.67289 -0.98743 0.0 0.0 0.0
C 2.94540 1.20765 0.44866 0.0 0.0 0.0
N 1.66180 1.45118 1.12087 0.0 0.0 0.0
C 1.50441 0.83915 2.44758 0.0 0.0 0.0
C 1.52338 -0.69401 2.40376 0.0 -0.1 0.0
N 0.62208 -1.24884 1.39978 0.0 0.0 0.0
H 0.34085 -2.62954 -0.10909 0.0 0.0 0.0
H 1.60450 -3.10708 1.03521 0.0 0.0 0.0
H 3.17782 -1.51029 0.13103 0.0 0.0 0.0
H 2.49726 -2.45031 -1.17266 0.0 0.0 0.0
H 1.51658 -0.58305 -2.02515 0.0 0.0 0.0
H 3.80445 0.40859 -1.34713 0.0 0.0 0.0
H 2.42784 1.46835 -1.63659 0.0 0.0 0.0
H 3.52651 0.50358 1.04563 0.0 0.0 0.0
H 3.53628 2.12563 0.40780 0.0 0.0 0.0
H 1.45322 2.44223 1.15534 0.0 0.0 0.0
H 2.28409 1.17063 3.14368 0.0 0.0 0.0
H 0.54167 1.17256 2.83977 0.0 0.0 0.0
H 2.53523 -1.05133 2.20325 0.0 0.0 0.0
H 1.27576 -1.05392 3.40551 0.0 0.0 0.0
H -0.26285 -1.54878 1.79040 0.0 0.0 0.0
N 0.32314 3.93398 -0.62689 0.0 0.0 0.0
N -0.65091 2.89455 -0.73731 -0.1 0.0 0.1
H -0.04871 4.82128 -0.95274 0.0 0.0 0.0
H 1.09232 3.69424 -1.24041 0.0 0.0 0.0
H -1.11971 2.84333 -1.63822 0.0 0.0 0.0
H -1.36502 3.03485 -0.03064 0.0 0.0 0.0
F -2.82323 -2.37435 2.04394 0.0 0.0 0.0
C -3.81369 -1.48222 1.83838 0.0 -0.1 -0.1
F -4.14064 -0.95280 3.01677 0.0 0.0 0.0
F -4.86972 -2.13529 1.35856 0.0 0.0 0.0
S -3.20450 -0.19308 0.57995 0.1 0.1 -0.1
O -2.10908 0.37054 1.42042 -0.1 0.0 0.3
O -4.36177 0.65178 0.37946 0.0 0.0 0.1
N -2.05679 0.19261 -1.25920 0.3 0.0 0.1
S -1.68556 -1.04854 -2.12539 0.1 0.0 -0.1
O -1.68108 -2.32487 -1.44420 0.0 -0.1 0.0
O -0.51985 -0.77582 -2.95818 0.0 -0.1 -0.1
C -3.08387 -1.18512 -3.31822 0.1 0.0 0.0
F -3.19135 -0.07769 -4.05466 0.0 0.0 0.0
F -2.89606 -2.21803 -4.14331 0.0 0.0 0.0
F -4.22717 -1.37095 -2.66024 0.0 0.0 0.0
```
Positions in Å, forces in eV/Å.

The value obtained for the total energy is -67881.6678 eV. Its multiplicity is 2.